1.
The following is a DFT calculation (the ωB97M-V functional and the def2-TZVPD basis) of an isolated ion of composition C5H11N4O2S and charge +1.

The geometry in XYZ format:
```
23
Properties=species:S:1:pos:R:3:forces:R:3:lowdin_charge:R:1
C 3.01651 -0.17727 0.89967 -2.03 1.58 0.76 0.071
N 1.63556 -0.29257 0.42256 -0.98 0.27 -0.70 0.065
C 1.12274 -1.58976 0.13506 0.11 0.98 -0.36 -0.489
O 1.77950 -2.55910 0.31119 0.64 -0.90 0.24 0.174
N -0.11025 -1.59909 -0.44840 -0.67 0.80 0.43 0.115
C -1.16631 -0.62656 -0.12408 1.26 0.71 -0.92 -0.694
C -2.18124 -0.64480 -1.30070 -0.09 -0.97 1.21 -0.033
S -1.92523 -0.89776 1.45893 -2.41 0.83 -0.32 0.928
N -0.39801 0.79614 -0.07061 -0.73 -3.28 -1.04 -0.047
N -1.13214 1.96927 -0.00407 1.47 -0.53 -1.80 0.151
C 0.83814 0.77619 0.34724 0.50 2.40 0.97 -0.290
O 1.33364 1.90773 0.89070 0.60 -1.10 -0.57 0.160
H 3.21684 -1.14050 1.22924 1.15 -1.38 0.79 0.086
H 3.66906 0.27695 0.22560 1.03 -0.07 -1.81 0.099
H 2.93045 0.60183 1.62618 0.45 -0.18 1.33 0.095
H -0.43255 -2.55015 -0.45585 -0.42 -0.40 -0.26 0.160
H -1.61587 -1.09800 -2.11214 -0.12 1.16 -0.67 0.096
H -2.70323 0.31017 -1.37428 0.30 -0.14 -0.77 0.078
H -2.98809 -1.39504 -1.16570 0.46 0.43 0.58 0.101
H -0.94263 -1.46110 2.04168 1.79 -0.79 0.88 -0.149
H -1.28782 2.13646 0.93151 -1.27 0.68 2.49 0.079
H -1.94960 1.81364 -0.55508 -0.59 0.45 -0.13 0.090
H 0.95686 2.76576 0.62800 -0.46 -0.54 -0.33 0.154
```
Forces are in eV/Å.

The SMILES is CN1C(=O)N[C@@](C)(S)[N+](N)=C1O. Its total charge is +1. The calculation puts the gap between HOMO and LUMO at 10.5 eV. Its relative energy (zero: lowest compared OMol25 entry of this formula, charge and spin) is 0.2150 eV. The HOMO energy comes out at -13.9 eV.

=====

2.
The following is a DFT calculation (the ωB97M-V functional and the def2-TZVPD basis) of an isolated ion of composition C5H11N4O3 and charge +1.

The geometry in XYZ format:
```
23
Properties=species:S:1:pos:R:3:forces:R:3:lowdin_charge:R:1
C 3.35487 0.49368 -0.56469 -0.72 -0.60 -2.46 0.043
C 2.06242 0.88856 0.09216 0.89 -0.73 3.22 -0.450
O 1.94078 1.51152 1.13209 0.04 -0.41 -1.92 0.107
O 1.11923 0.04706 -0.43906 -2.26 -0.87 -0.65 0.042
N -0.24836 -0.12891 0.05120 -0.22 3.93 0.45 0.136
C -0.73600 -1.32324 0.51423 4.63 1.19 -2.30 -0.487
C 0.16060 -2.45150 0.38473 0.77 -0.50 -0.40 0.060
O -1.82976 -1.37684 0.93307 -4.10 -0.77 2.24 0.121
C -1.11638 1.13183 0.11832 0.72 -2.81 -1.80 -0.320
N -0.44871 2.24207 0.24817 1.29 3.01 0.86 0.190
N -2.35033 1.19561 -0.23364 -1.11 0.06 0.03 0.067
N -3.17886 0.05459 -0.48053 -1.20 -0.13 -0.66 0.106
H 3.12400 0.06063 -1.60439 0.49 0.73 1.52 0.128
H 3.76840 -0.31998 0.01678 0.03 -0.16 0.31 0.101
H 4.10218 1.26607 -0.65418 -0.11 0.42 0.18 0.096
H 0.12691 -2.95186 -0.58090 -0.23 0.16 -0.11 0.126
H -0.20182 -3.08297 1.12721 -0.32 -1.72 1.15 0.089
H 1.18032 -2.20838 0.59687 0.58 0.24 0.06 0.096
H -0.89644 3.16832 0.19881 -0.35 -1.17 -0.25 0.158
H 0.45816 2.33716 0.72671 -0.62 -0.85 -0.17 0.090
H -2.95732 -0.69478 0.34394 0.00 0.73 -1.81 0.138
H -4.13727 0.42104 -0.42507 0.25 0.14 0.82 0.158
H -3.29664 -0.27969 -1.50182 1.54 0.13 1.68 0.206
```
Forces are in eV/Å.

The SMILES is CC(=O)ON(C(C)=O)/C(N)=N\[NH3+]. Its total charge is +1. The calculation puts the gap between HOMO and LUMO at 10.9 eV. Its relative energy (zero: lowest compared OMol25 entry of this formula, charge and spin) is 1.4679 eV. The HOMO energy comes out at -13.8 eV.

=====

3.
The following is a DFT calculation (the ωB97M-V functional and the def2-TZVPD basis) of a 2-piece molecular cluster, C5H11N6 overall.

The geometry in XYZ format:
```
22
Properties=species:S:1:pos:R:3:forces:R:3:lowdin_charge:R:1
N 0.89326 -0.92589 0.94571 -0.02 0.29 0.02 0.042
C 0.59128 0.39074 0.42334 0.04 -0.32 0.01 -0.262
N -0.49191 0.97824 1.20172 -0.43 0.16 -0.09 0.098
C -1.75469 0.62201 1.00162 -0.10 0.15 0.13 -0.329
N -2.19725 -0.20090 0.03721 0.48 -0.32 -0.09 0.190
C -3.48887 -0.29155 0.20927 -0.17 0.23 -0.30 -0.081
N -3.92643 0.48214 1.20152 0.23 -0.32 -0.10 0.105
N -2.80399 1.05421 1.73502 -0.05 0.23 0.18 0.151
H 1.75700 -1.26363 0.53431 -0.03 -0.31 -0.09 0.028
H 1.03756 -0.86513 1.94638 0.15 -0.06 0.05 0.077
H 1.41709 1.10228 0.44129 0.03 0.16 0.11 0.123
H 0.24302 0.30477 -0.60261 0.04 -0.06 -0.12 0.116
H -0.27904 1.62008 1.94513 0.07 0.02 0.05 0.157
H -4.13529 -0.88895 -0.41005 -0.20 -0.02 0.05 0.152
H -4.85812 0.63581 1.54982 0.00 0.06 0.16 0.185
H -2.84733 1.69054 2.51327 -0.05 0.03 0.04 0.187
C 3.51059 -0.39449 -2.78824 0.06 0.12 -0.09 -0.062
C 3.39835 -1.40523 -1.74678 0.01 -0.17 -0.12 -0.270
N 3.30770 -2.23978 -0.96380 -0.08 0.19 0.15 0.139
H 2.87360 -0.65530 -3.63091 -0.02 -0.03 0.01 0.088
H 3.21356 0.58115 -2.40800 0.00 0.00 0.01 0.077
H 4.53989 -0.33115 -3.13524 0.02 -0.02 0.01 0.089
```
Forces are in eV/Å.

Its total charge is +1. The calculation puts the gap between HOMO and LUMO at 9.6 eV. Its relative energy (zero: lowest compared OMol25 entry of this formula, charge and spin) is 1.4658 eV. The HOMO energy comes out at -12.8 eV.

=====

4.
The following is a DFT calculation (the ωB97M-V functional and the def2-TZVPD basis) of a 2-piece molecular cluster, C5H11NO overall.

The geometry in XYZ format:
```
18
Properties=species:S:1:pos:R:3:forces:R:3:lowdin_spin:R:1
C 0.17350 0.17914 -0.45189 0.49 0.92 -2.31 0.022
C -0.45877 0.20108 0.70244 0.71 -2.05 1.50 0.120
N -0.80809 -1.03728 1.38091 0.94 0.76 -1.50 0.052
C 0.34423 1.35790 -1.43067 -0.37 0.76 0.48 0.005
C 0.63740 0.85046 -2.83793 -0.77 0.52 0.82 0.001
C -0.01423 1.29512 -3.90862 -0.19 -0.50 0.66 0.002
H 0.63379 -0.67695 -0.96935 -0.97 -0.42 0.97 0.002
H -0.51307 1.05731 1.34685 -0.57 0.99 -0.41 0.037
H -0.44234 -1.07057 2.32374 -0.60 -0.07 0.37 0.080
H -1.79269 -1.19856 1.24259 -0.10 -0.26 0.64 0.020
H -0.56273 2.01620 -1.46828 0.53 -0.68 0.04 0.002
H 1.12355 2.06839 -1.08289 0.03 -0.49 -0.27 0.003
H 1.29269 -0.00172 -2.87896 0.72 0.05 -0.29 0.000
H 0.21911 0.90678 -4.89665 -0.33 0.19 0.07 0.000
H -0.90348 1.89813 -3.68690 0.54 0.24 -0.70 0.001
H 0.60780 -1.89940 5.24521 0.06 -0.17 0.12 0.150
H 0.43813 -3.26579 6.01284 0.27 0.23 0.04 0.101
O 0.02521 -2.68022 5.35755 -0.38 -0.01 -0.23 0.403
```
Forces are in eV/Å.

Its total charge is -1. The calculation puts the gap between HOMO and LUMO (alpha / beta) at 1.9 / 8.9 eV. Its relative energy (zero: lowest compared OMol25 entry of this formula, charge and spin) is 2.6009 eV. The HOMO energy (alpha / beta) comes out at 1.2 / -5.8 eV. As for the spin multiplicity: 2.

=====

5.
The following is a DFT calculation (the ωB97M-V functional and the def2-TZVPD basis) of a 2-piece molecular cluster, C5H11NO overall.

The geometry in XYZ format:
```
18
Properties=species:S:1:pos:R:3:forces:R:3:lowdin_charge:R:1
C -1.75936 0.52855 -1.30694 -0.37 0.97 -0.22 0.030
C -0.91065 -0.46112 -1.47383 0.55 -0.50 0.53 -0.129
C 0.01974 -0.80305 -0.35378 -0.05 0.43 0.12 -0.400
C -0.47113 -1.28420 0.79973 0.32 -0.29 0.09 0.022
N 1.33397 -0.43957 -0.59348 -0.33 -0.11 -0.18 -0.040
C 2.38513 -0.56440 0.37162 0.13 -0.29 0.58 -0.100
H -1.75268 1.17929 -0.45139 0.21 -0.25 0.55 0.035
H -2.45498 0.92173 -2.02272 -0.20 -0.44 -0.75 0.055
H -0.81697 -1.05838 -2.36937 -0.20 0.04 -0.27 0.101
H 0.16169 -1.53825 1.63776 0.04 0.09 0.05 0.033
H -1.49502 -1.60848 0.87084 -0.16 0.22 -0.10 0.052
H 1.57558 -0.34151 -1.56135 0.11 0.20 -0.02 0.122
H 3.28377 -1.01886 -0.02212 0.19 -0.07 -0.44 0.077
H 2.68600 0.37124 0.85309 -0.23 0.15 -0.17 0.083
H 2.06696 -1.23132 1.16521 -0.05 -0.10 0.15 0.062
O -1.12703 2.71096 1.23928 -0.08 -0.10 0.15 -0.068
H -0.81697 1.81349 1.42236 -0.03 0.09 0.00 0.022
H -1.90806 2.82388 1.79508 0.16 -0.04 -0.07 0.042
```
Forces are in eV/Å.

The SMILES is C=CC(=C)NC.O. The calculation puts the gap between HOMO and LUMO at 9.0 eV. Its relative energy (zero: lowest compared OMol25 entry of this formula, charge and spin) is 2.3119 eV. The HOMO energy comes out at -8.0 eV.

=====

6.
The following is a DFT calculation (the ωB97M-V functional and the def2-TZVPD basis) of an isolated molecule of C5H11NO.

The geometry in XYZ format:
```
18
Properties=species:S:1:pos:R:3:forces:R:3:lowdin_charge:R:1
C -1.81733 1.13993 -1.15277 0.41 -3.36 5.86 -0.054
C -0.31903 0.80735 -0.79352 -1.28 -1.07 -1.84 -0.211
C 0.06603 -0.37754 0.05678 -0.86 -1.98 1.63 -0.354
C -0.33688 -1.66450 -0.79644 2.41 1.47 -2.53 -0.151
O 0.39746 -2.27261 -1.59481 -1.26 1.02 2.83 0.026
N 1.48713 -0.28342 0.44513 -0.90 -0.45 0.72 -0.072
C 1.63299 0.04465 1.91485 0.61 -3.48 -1.14 -0.105
H -1.86628 1.68149 -1.98337 -0.46 3.26 -2.82 0.012
H -2.42447 1.38871 -0.14509 1.48 0.48 -2.49 0.133
H -2.36651 0.26055 -1.41351 -0.10 -1.00 -0.40 0.034
H 0.07084 1.54942 -0.24611 0.90 3.31 2.42 0.056
H 0.43082 0.88996 -1.58829 -0.67 -0.65 -0.76 0.129
H -0.52198 -0.36995 1.06533 0.28 -0.19 -1.83 0.157
H -1.39235 -1.62683 -1.02859 -0.89 -0.68 0.44 0.098
H 1.79631 -1.25790 0.35373 0.46 0.59 -0.03 0.100
H 1.17659 -0.75340 2.54467 -0.28 0.49 -0.29 0.083
H 1.30827 0.97107 2.26941 -0.50 1.65 -0.09 0.054
H 2.67839 -0.12699 2.09261 0.66 0.59 0.31 0.066
```
Forces are in eV/Å.

The SMILES is CC[C@@H](C=O)NC. The calculation puts the gap between HOMO and LUMO at 10.0 eV. Its relative energy (zero: lowest compared OMol25 entry of this formula, charge and spin) is 3.2791 eV. The HOMO energy comes out at -9.3 eV.